[1]
The following is a quantum chemistry calculation of C56H46BrN5O4PPbS as an isolated structure, from the OMol25 dataset.

XYZ file:
```
115
Properties=species:S:1:pos:R:3:forces:R:3
Pb -0.170537 0.472153 0.612483 0.892 -0.545 -0.186
C -2.679704 -3.517175 0.549949 -0.122 -0.161 0.077
C -2.079881 -2.254977 0.632542 0.148 0.202 0.000
N -1.331785 -1.713740 -0.306048 0.012 -0.220 -0.355
C -1.091588 -2.442002 -1.450929 -0.309 -0.287 -0.126
C -1.644751 -3.753432 -1.595148 0.196 0.343 0.040
C -2.456267 -4.265392 -0.562375 0.008 -0.006 0.042
C -1.381241 -4.533584 -2.739862 -0.090 -0.033 -0.093
C -0.625056 -4.041054 -3.757095 -0.059 -0.109 -0.138
C -0.097373 -2.750324 -3.653040 -0.099 0.047 0.143
C -0.313036 -1.961612 -2.549612 -0.148 -0.286 0.057
N 0.373098 -0.713662 -2.482178 0.174 0.061 1.128
C 0.040290 0.300117 -3.413375 0.075 0.081 -0.199
C -0.996365 0.140791 -4.302260 0.116 -0.100 0.189
C -1.320739 1.142795 -5.233919 -0.074 0.196 -0.111
C -0.617940 2.308393 -5.279993 -0.095 -0.016 -0.075
C 0.412452 2.543905 -4.343840 0.022 -0.237 0.196
C 1.121600 3.764898 -4.306947 0.042 0.014 0.081
C 2.052963 3.970732 -3.333207 -0.050 0.091 -0.151
C 2.268360 2.948464 -2.391365 -0.006 -0.139 0.096
N 1.657121 1.792176 -2.408329 0.059 -0.183 0.215
C 0.739520 1.555009 -3.376895 -0.074 0.215 -0.141
H -3.293854 -3.874523 1.364065 0.012 0.019 0.021
H -2.214087 -1.658879 1.529804 -0.047 -0.022 -0.015
H -2.890039 -5.251368 -0.671636 0.017 -0.021 -0.014
H -1.789419 -5.534779 -2.792310 -0.023 0.002 0.024
H -0.423193 -4.633840 -4.638322 0.022 -0.037 0.027
H 0.518055 -2.360328 -4.454923 -0.032 0.053 0.026
H -1.582812 -0.766293 -4.294461 0.059 -0.019 -0.031
H -2.125511 0.961785 -5.933425 -0.025 0.011 0.010
H -0.844393 3.074039 -6.011317 -0.027 -0.016 -0.019
H 0.903968 4.522857 -5.049749 0.003 0.003 -0.007
H 2.617087 4.890835 -3.270203 -0.010 0.012 0.000
H 2.980343 3.105376 -1.587719 0.027 -0.037 0.038
C 0.364909 5.003504 4.463577 -0.028 0.005 -0.144
C 1.212668 4.049677 3.674460 -0.004 -0.006 0.043
C 2.601431 4.076328 3.721939 0.012 -0.137 -0.069
C 3.332182 3.166101 2.979100 0.047 0.004 0.017
C 2.638053 2.249142 2.207119 -0.093 0.169 0.039
Br 3.628302 0.953971 1.245819 -0.123 -0.089 -0.142
N 1.320127 2.215460 2.121338 0.234 0.088 0.162
C 0.632676 3.095292 2.852288 0.040 0.067 -0.016
H 0.924293 5.421302 5.298210 -0.046 0.007 0.031
H -0.527062 4.507255 4.845805 0.001 0.014 0.042
H 0.039956 5.827957 3.824875 -0.012 0.035 0.052
H 3.119359 4.787936 4.352414 -0.030 0.047 0.000
H 4.411964 3.154831 3.000756 -0.007 -0.025 0.017
H -0.445591 3.024395 2.777325 -0.032 0.015 0.082
C -6.520044 1.097743 -1.326382 0.021 -0.020 0.017
C -6.162732 2.410947 -1.058359 -0.055 0.041 -0.007
C -4.929459 2.699143 -0.494599 0.114 0.027 0.000
C -4.044464 1.668064 -0.191749 0.171 -0.072 -0.145
C -4.403776 0.351610 -0.470917 0.015 0.078 -0.025
C -5.636700 0.067782 -1.035724 -0.027 -0.040 -0.001
P -2.451962 1.962030 0.653912 -1.048 0.535 0.314
C -2.124566 3.732641 0.349246 0.196 -0.146 0.043
C -2.140203 4.707937 1.342174 -0.051 0.005 -0.023
C -1.855365 6.029489 1.026039 0.020 0.019 -0.020
C -1.534822 6.384080 -0.275520 -0.033 0.015 0.090
C -1.502828 5.412666 -1.266908 0.045 0.000 -0.095
C -1.787650 4.094076 -0.956864 -0.069 -0.057 0.012
C -2.943126 1.827222 2.409343 0.045 0.000 -0.128
C -4.037337 2.519902 2.871668 0.130 -0.067 -0.054
C -4.438820 2.415688 4.212790 0.027 -0.018 0.079
C -3.739937 1.604508 5.063004 -0.092 0.074 0.003
C -2.631238 0.851682 4.616011 0.098 -0.055 -0.155
C -1.946510 -0.019568 5.496396 0.076 -0.031 -0.044
C -0.903998 -0.770069 5.038992 -0.074 -0.013 0.185
C -0.489478 -0.665867 3.694989 0.163 0.008 -0.429
C -1.095527 0.169195 2.785341 -0.119 0.071 -0.064
C -2.206136 0.944388 3.257335 -0.080 0.109 0.010
H -7.485758 0.875656 -1.760342 0.004 0.012 -0.022
H -6.848122 3.215757 -1.289602 0.005 0.007 0.006
H -4.652429 3.726625 -0.293136 -0.025 0.018 -0.027
H -3.715088 -0.448386 -0.241754 0.033 -0.088 -0.028
H -5.906900 -0.957616 -1.252955 0.000 0.002 0.017
H -2.391713 4.449180 2.361780 -0.016 -0.029 0.013
H -1.898065 6.785345 1.799836 0.032 -0.003 0.002
H -1.316282 7.417142 -0.511216 0.003 -0.009 -0.043
H -1.255128 5.680448 -2.285865 0.009 0.006 0.002
H -1.774317 3.340460 -1.738605 0.053 0.009 -0.015
H -4.602227 3.151910 2.197496 -0.017 0.005 -0.002
H -5.298502 2.973893 4.558967 0.007 -0.013 0.025
H -4.039891 1.514685 6.100473 -0.003 -0.010 0.000
H -2.272180 -0.077502 6.527754 0.007 -0.042 0.003
H -0.391458 -1.453044 5.705219 0.017 0.027 0.000
H 0.349669 -1.278772 3.374986 0.006 -0.002 0.051
C 6.069712 -5.160731 3.113817 -0.010 -0.014 -0.050
C 5.302506 -5.257562 1.825870 -0.022 0.027 -0.022
C 5.884515 -5.886191 0.722635 -0.031 0.029 -0.036
C 5.203912 -5.989264 -0.475102 0.034 -0.042 0.050
C 3.926407 -5.451156 -0.575444 -0.108 -0.036 -0.240
C 3.332817 -4.811705 0.496714 -0.180 0.044 -0.141
C 4.025047 -4.722812 1.696208 0.081 -0.049 0.018
S 3.112363 -5.585159 -2.149052 0.253 0.110 -0.329
O 3.326679 -6.910982 -2.634208 0.192 -0.041 0.093
O 1.779587 -5.055052 -2.074070 0.112 0.187 0.176
N 3.965775 -4.561493 -3.161993 -0.210 -0.119 0.357
C 3.495870 -3.190974 -3.306463 -0.062 0.036 0.294
C 3.662951 -2.280204 -2.053163 -0.150 0.099 -0.264
C 2.320351 -1.757115 -1.604070 0.059 -0.154 0.611
O 1.787485 -1.020730 -2.592344 -0.145 0.392 -0.827
O 1.787334 -2.006478 -0.554451 -0.099 0.221 -0.136
H 6.980561 -4.579099 2.964104 0.007 0.011 0.060
H 6.368229 -6.152340 3.455331 0.003 0.007 0.035
H 5.480401 -4.688217 3.897151 0.008 0.008 0.008
H 6.880811 -6.300678 0.814644 0.004 -0.024 -0.019
H 5.642322 -6.490462 -1.329399 0.038 -0.074 0.064
H 2.349767 -4.375455 0.376381 -0.016 -0.006 0.052
H 3.561654 -4.232667 2.543442 0.008 0.013 0.002
H 4.965376 -4.662085 -3.033116 -0.021 -0.095 -0.098
H 2.440978 -3.278944 -3.553636 0.066 0.147 -0.099
H 4.007023 -2.742920 -4.156750 -0.013 -0.123 -0.041
H 4.304320 -1.429523 -2.288333 0.019 -0.012 0.030
H 4.091773 -2.831540 -1.221361 0.040 0.036 0.045
```
Positions in Å, forces in eV/Å.

E_tot: -6242.5528 Eh
frontier orbital gap: 7.81 eV
charge: +1
relative energy (zero: lowest compared OMol25 entry of this formula, charge and spin): 349.0 kJ/mol

Results of the Mulliken charge analysis, in e, for atoms 1 through 2: Pb 1.16; C -1.55

***

[2]
The following is a quantum chemistry calculation of C56H46IrNO4S3 as an isolated structure, from the OMol25 dataset.

XYZ file:
```
111
Properties=species:S:1:pos:R:3:forces:R:3
Ir 0.138008 0.206517 -0.116560 0.018 0.192 0.085
C -3.251804 7.015162 2.792809 -0.022 0.017 0.003
C -2.469758 5.915064 2.136951 0.025 -0.061 0.000
C -2.599365 4.592417 2.544410 0.011 0.054 -0.010
C -1.870997 3.574529 1.941250 -0.061 -0.125 -0.043
C -1.002722 3.885314 0.912600 0.062 -0.059 0.117
C -0.882304 5.195842 0.456184 0.021 0.042 0.023
C -1.602136 6.197081 1.078029 -0.021 -0.015 0.000
S -0.041941 2.693957 0.000892 0.040 -0.032 -0.173
O -1.995446 2.221679 -2.664177 0.106 0.011 -0.124
C 1.650912 3.182903 0.240850 0.048 0.142 -0.209
C 2.212363 3.299667 1.531703 0.002 0.035 0.047
C 3.532115 3.606325 1.664210 -0.030 -0.010 0.009
C 4.350806 3.811096 0.525200 -0.007 0.017 -0.071
C 5.724194 4.117732 0.661776 0.022 0.011 -0.025
C 6.499645 4.335219 -0.441800 0.008 0.009 0.058
C 5.935003 4.255769 -1.730318 -0.046 -0.014 -0.040
C 4.610837 3.957665 -1.893966 0.059 0.010 -0.017
C 3.781766 3.728157 -0.770268 0.008 -0.048 0.057
C 2.393909 3.411954 -0.896326 -0.215 -0.137 0.119
C 1.742790 3.351892 -2.239048 0.085 -0.104 0.003
C 1.538521 4.556379 -2.970189 -0.056 -0.030 0.038
C 1.878058 5.825342 -2.430215 -0.005 0.065 -0.018
C 1.644793 6.965453 -3.143647 0.031 -0.042 0.064
C 1.068271 6.902467 -4.431223 -0.021 -0.025 -0.061
C 0.730440 5.698466 -4.975571 0.013 0.036 -0.006
C 0.948418 4.496929 -4.258534 0.025 0.014 0.037
C 0.582023 3.245467 -4.801426 -0.031 -0.022 -0.018
C 0.739212 2.097394 -4.085285 -0.029 -0.021 -0.020
C 1.312386 2.168990 -2.800127 -0.063 0.142 0.224
S 1.476741 0.586234 -1.978994 -0.109 -0.318 0.241
O 1.061921 -0.427825 -2.947026 0.138 0.095 -0.058
C 3.230116 0.515698 -1.726911 -0.042 0.003 0.069
C 3.813263 0.253932 -0.501917 -0.086 0.057 0.031
C 5.195967 0.244118 -0.400653 0.035 0.015 -0.011
C 5.999252 0.475079 -1.512527 -0.024 -0.021 0.024
C 7.494637 0.468928 -1.407656 0.008 0.002 0.004
C 5.381996 0.709112 -2.744543 -0.019 -0.003 0.011
C 4.008677 0.744573 -2.860155 0.001 -0.083 -0.084
H -3.750686 6.666086 3.694775 -0.002 0.002 0.002
H -4.013479 7.403786 2.114429 0.004 0.001 0.000
H -2.601412 7.847725 3.060711 -0.004 0.001 0.005
H -3.281842 4.348704 3.349765 -0.008 0.001 -0.001
H -2.021409 2.548585 2.245077 0.064 0.019 0.012
H -0.231139 5.426976 -0.379153 0.005 0.004 0.007
H -1.501250 7.217375 0.728067 0.008 0.000 0.009
H 1.584267 3.172740 2.403726 0.013 0.030 -0.005
H 3.973900 3.706144 2.648079 -0.008 0.000 0.005
H 6.147120 4.187459 1.656234 0.003 -0.004 -0.001
H 7.547498 4.580344 -0.330289 0.001 -0.006 0.002
H 6.557762 4.433067 -2.597543 -0.006 0.010 -0.001
H 4.190126 3.900237 -2.889101 -0.005 -0.008 -0.003
H 2.323754 5.884953 -1.445988 0.000 0.014 -0.002
H 1.906669 7.927764 -2.724284 0.000 -0.003 0.006
H 0.895568 7.816337 -4.983459 0.000 -0.002 -0.003
H 0.285722 5.642938 -5.961035 0.000 0.001 0.001
H 0.158572 3.208467 -5.797002 -0.009 -0.003 0.003
H 0.456298 1.136776 -4.490849 -0.016 -0.005 -0.002
H 3.201490 0.085478 0.368328 0.109 0.030 -0.085
H 5.656700 0.061646 0.562092 -0.001 -0.007 0.000
H 7.823071 0.432532 -0.370904 -0.001 0.000 0.001
H 7.917901 1.359084 -1.874483 -0.001 0.000 0.000
H 7.908778 -0.397640 -1.925901 0.004 0.003 -0.002
H 5.992413 0.885749 -3.621598 -0.001 -0.004 -0.003
H 3.545852 0.943744 -3.818472 -0.006 -0.002 -0.011
S 0.653474 -3.054581 -0.834093 -0.006 0.419 0.016
C 0.432226 -1.585765 -0.519657 -0.153 -0.507 -0.008
C -2.514653 -5.324373 0.859828 0.014 -0.066 0.012
O -2.782050 -3.927894 0.732583 0.041 0.081 0.086
C -2.979038 -3.436677 -0.520397 -0.111 0.043 -0.008
C -2.736615 -4.132138 -1.696244 0.072 -0.012 0.062
C -3.022213 -3.532976 -2.915139 0.008 0.013 -0.058
C -3.567046 -2.260150 -2.974469 -0.052 -0.021 -0.029
C -3.811781 -1.562216 -1.805475 0.019 -0.086 -0.008
C -3.497031 -2.137878 -0.585010 -0.067 -0.045 -0.087
N -3.815845 -1.524465 0.654679 0.022 0.127 0.056
C -4.003677 -0.271570 0.984993 -0.039 -0.112 -0.075
C -3.749519 0.920396 0.258053 0.270 0.009 -0.153
C -4.567914 2.035745 0.568162 -0.086 -0.014 0.020
C -4.512839 3.169508 -0.195080 -0.083 0.004 0.043
C -3.652010 3.225941 -1.297754 0.054 0.037 -0.068
C -2.813101 2.176816 -1.589959 -0.001 -0.147 0.160
C -2.763750 1.026945 -0.763170 -0.229 0.181 0.199
O -1.869622 0.099799 -0.992324 0.254 0.194 -0.059
H -3.272383 -5.915613 0.344906 -0.009 0.018 -0.009
H -2.546437 -5.544283 1.922866 0.022 0.016 -0.012
H -1.526153 -5.568640 0.465978 -0.009 0.000 0.002
H -2.338597 -5.136496 -1.671865 -0.020 0.002 0.015
H -2.828803 -4.080159 -3.827962 -0.014 -0.005 0.001
H -3.822105 -1.819135 -3.927533 0.023 0.012 -0.002
H -4.262001 -0.579209 -1.838124 -0.037 -0.092 -0.035
H -4.009345 -2.203915 1.382299 0.016 -0.019 -0.007
H -4.495012 -0.152685 1.945621 0.039 -0.011 0.033
H -5.282510 1.953842 1.378368 0.012 0.010 0.016
H -5.153534 4.011244 0.026551 -0.001 -0.006 0.005
H -3.629695 4.099794 -1.937259 0.003 -0.007 -0.003
H -1.617588 1.334299 -2.772590 0.031 0.028 0.026
C 1.333050 -0.041815 1.572720 0.119 0.040 -0.226
C 0.098376 -0.218453 2.380281 0.166 0.092 -0.092
C -0.391751 0.838206 3.175909 0.083 -0.046 -0.074
C -1.469018 0.653062 4.013499 -0.010 0.011 0.023
C -2.090610 -0.593474 4.078813 -0.033 0.005 0.017
C -1.638767 -1.643241 3.296661 -0.036 -0.030 -0.043
C -0.557586 -1.461916 2.447711 -0.043 0.084 -0.049
H 1.959421 -0.930463 1.546739 -0.077 -0.057 0.028
H 1.935759 0.820773 1.841775 -0.123 0.057 0.093
H 0.136062 1.784145 3.165013 -0.092 -0.010 -0.020
H -1.814456 1.462966 4.643138 0.016 0.002 -0.001
H -2.913706 -0.746463 4.765705 0.003 0.000 -0.001
H -2.103292 -2.617193 3.370014 -0.018 -0.027 -0.023
H -0.182251 -2.299770 1.877665 0.035 -0.037 0.026
```
Positions in Å, forces in eV/Å.

E_tot: -3815.6814 Eh
frontier orbital gap: 6.15 eV
charge: +2
relative energy (zero: lowest compared OMol25 entry of this formula, charge and spin): 20.3 kJ/mol

Results of the Mulliken charge analysis, in e, for atoms 1 through 2: Ir 3.42; C -1.66